1) # C4H6OS

A single C4H6OS molecule (the ωB97M-V functional and the def2-TZVPD basis, OMol25).

For the HOMO-LUMO gap, the calculation gives 8.60 eV. The HOMO energy is -8.69 eV.

```
12
Properties=species:S:1:pos:R:3:mulliken_charge:R:1
C 0.937 0.914 -1.407 -0.4700
C -0.668 0.326 0.670 -0.5553
C 0.041 -0.917 0.176 -0.4913
C 0.695 0.453 -0.041 0.0026
O 2.372 1.802 -3.365 -0.5116
S 2.459 1.432 -1.973 0.3138
H 0.088 0.889 -1.979 0.3806
H -1.605 0.767 0.155 0.2073
H -0.665 0.639 1.657 0.2688
H 0.343 -1.711 0.850 0.2503
H -0.433 -1.561 -0.662 0.2150
H 1.583 0.620 0.451 0.3897
```



2) # C4H6OS

A single C4H6OS molecule (the ωB97M-V functional and the def2-TZVPD basis, OMol25).

For the HOMO-LUMO gap, the calculation gives 9.02 eV. The HOMO energy is -8.08 eV.

```
12
Properties=species:S:1:pos:R:3:mulliken_charge:R:1
C 0.766 -0.205 0.088 -0.0364
C 0.167 1.140 -0.056 -0.4269
C -0.027 -1.319 -0.425 -0.5405
C -1.130 1.548 -0.208 -0.3273
O -1.280 -1.192 0.340 -0.3312
S -2.288 0.033 -0.152 -0.0026
H 1.706 -0.045 -0.535 0.2477
H 0.833 1.864 0.375 0.2823
H -0.325 -1.011 -1.507 0.2839
H 0.203 -2.459 -0.506 0.2603
H -1.559 2.558 -0.326 0.3536
H 1.149 -0.262 1.236 0.2371
```



The computed energies, referenced to the most stable structure and given in hartree, are 1) 0.0077; 2) 0.0000.



1) # C4H6OS

A single C4H6OS molecule (the ωB97M-V functional and the def2-TZVPD basis, OMol25).

For the HOMO-LUMO gap, the calculation gives 8.85 eV. The HOMO energy is -9.21 eV.

```
12
Properties=species:S:1:pos:R:3:mulliken_charge:R:1
C -2.185 -0.319 0.378 0.0596
C 1.141 -0.630 -0.408 -0.5293
C 1.388 0.815 -0.407 -0.4506
C 0.208 0.280 0.344 -0.0208
O -1.017 0.651 -0.074 -0.3352
S -3.657 -0.151 -0.162 -0.2205
H -1.817 -0.882 1.292 0.2567
H 0.578 -1.074 -1.351 0.1687
H 1.886 -1.341 -0.142 0.3112
H 2.133 1.087 0.348 0.2290
H 1.206 1.520 -1.260 0.2392
H 0.136 0.043 1.442 0.2919
```



2) # C4H6OS

A single C4H6OS molecule (the ωB97M-V functional and the def2-TZVPD basis, OMol25).

For the HOMO-LUMO gap (alpha / beta), the calculation gives 6.26 / 6.26 eV. The HOMO energy (alpha / beta) is -7.81 / -7.81 eV.

```
12
Properties=species:S:1:pos:R:3:mulliken_charge:R:1
C -1.000 0.808 0.175 0.5279
C -2.065 1.559 -0.101 -0.8005
C 0.323 -0.982 -0.325 -0.7107
C 1.624 -0.727 0.400 -0.4539
O -0.646 -0.392 0.481 -0.2372
S 2.170 0.958 0.201 -0.3013
H -2.003 2.652 -0.081 0.2501
H -2.987 1.122 -0.302 0.3029
H 0.431 -0.459 -1.216 0.4692
H 0.045 -1.949 -0.542 0.4146
H 1.741 -1.122 1.493 0.2950
H 2.367 -1.468 -0.181 0.2438
```



The computed energies, referenced to the most stable structure and given in hartree, are 1) 0.0000; 2) 0.0698.



1) # C3H11N2S

2 unconnected molecules or ions with the total composition C3H11N2S (the ωB97M-V functional and the def2-TZVPD basis, OMol25).

For the HOMO-LUMO gap, the calculation gives 9.93 eV. The net charge is +1. The HOMO energy is -12.93 eV.

```
17
Properties=species:S:1:pos:R:3:mulliken_charge:R:1
C -2.024 0.210 -1.091 -0.7662
C 1.130 2.290 0.894 -0.7567
C -0.451 -1.311 -0.202 0.0285
N -1.135 -1.509 0.879 -0.3394
N -0.816 -0.580 -1.145 -0.0940
S 1.659 0.445 0.418 -0.1503
H -2.697 -0.131 -1.913 0.2939
H -2.427 0.084 -0.075 0.2698
H -1.632 1.268 -1.191 0.3071
H 0.880 2.557 -0.133 0.1996
H 1.977 2.876 1.251 0.3941
H 0.242 2.236 1.513 0.2716
H 0.595 -1.651 -0.484 0.5479
H -0.633 -2.169 1.496 0.2645
H -1.958 -1.106 0.916 0.0918
H 2.574 0.707 1.308 0.1654
H -0.254 -0.470 -1.953 0.2726
```



2) # C3H11N2S

2 unconnected molecules or ions with the total composition C3H11N2S (the ωB97M-V functional and the def2-TZVPD basis, OMol25).

For the HOMO-LUMO gap, the calculation gives 9.27 eV. The net charge is +1. The HOMO energy is -13.09 eV.

```
17
Properties=species:S:1:pos:R:3:mulliken_charge:R:1
C -0.383 -0.547 2.570 -1.0344
C -1.248 -1.179 1.486 -0.2860
S -1.527 -0.132 -0.030 -0.4420
H -0.301 -1.160 3.476 0.3505
H 0.620 -0.388 2.193 0.2940
H -0.818 0.345 3.000 0.3061
H -2.202 -1.611 1.794 0.3921
H -0.788 -2.056 1.039 0.2898
H -2.736 0.188 -0.573 0.1634
N 0.619 0.044 -2.533 -0.1737
C 1.624 0.803 -2.139 0.3230
N 1.439 1.530 -1.047 -0.2386
H -0.070 -0.198 -1.813 0.0499
H 0.667 -0.333 -3.466 0.2492
H 2.593 0.858 -2.609 0.3638
H 1.903 2.409 -0.876 0.2738
H 0.606 1.428 -0.471 0.1191
```



3) # C3H11N2S

2 unconnected molecules or ions with the total composition C3H11N2S (the ωB97M-V functional and the def2-TZVPD basis, OMol25).

For the HOMO-LUMO gap, the calculation gives 10.38 eV. The net charge is +1. The HOMO energy is -13.80 eV.

```
17
Properties=species:S:1:pos:R:3:mulliken_charge:R:1
C -0.026 1.163 -1.448 -0.6578
C 0.680 -1.497 0.241 -0.5056
C -0.043 -0.372 -1.726 -0.0133
N 0.065 -1.339 -0.924 -0.2471
N 1.246 -0.322 1.437 -0.3853
S -2.182 0.574 0.758 -0.4132
H 0.633 1.543 -0.616 0.2620
H 0.086 1.731 -2.345 0.3526
H -1.004 1.178 -1.094 0.0600
H -2.384 1.998 0.568 0.2515
H 0.029 -2.208 0.827 0.3576
H 1.621 -1.958 0.098 0.4554
H -0.518 -0.559 -2.679 0.3693
H 0.409 0.221 1.434 0.2391
H 1.566 -0.913 2.229 0.3386
H 2.079 0.132 1.154 0.3313
H -2.256 0.628 2.087 0.2050
```



The computed energies, referenced to the most stable structure and given in hartree, are 1) 0.0409; 2) 0.0000; 3) 0.0742.



1) # C3H11N2S

A gas-phase ion, C3H11N2S (charge +1) (the ωB97M-V functional and the def2-TZVPD basis, OMol25).

For the HOMO-LUMO gap, the calculation gives 10.41 eV. The net charge is +1. The HOMO energy is -13.70 eV.

```
17
Properties=species:S:1:pos:R:3:mulliken_charge:R:1
N 0.228 -0.389 1.334 -0.1340
C 0.067 -0.297 -0.159 -0.0184
C 1.345 0.353 -0.729 -0.8960
S 2.809 -0.583 -0.116 -0.2155
C -1.185 0.487 -0.506 -0.5339
N -2.399 -0.164 -0.003 -0.5624
H -0.630 -0.858 1.630 0.3841
H 0.320 0.518 1.797 0.3638
H 1.263 -0.699 1.366 0.2598
H -0.027 -1.326 -0.529 0.2135
H 1.462 1.416 -0.515 0.4413
H 1.312 0.210 -1.836 0.3644
H 3.278 0.456 0.605 0.2078
H -1.196 1.558 -0.229 0.3034
H -1.160 0.497 -1.614 0.3636
H -3.176 -0.015 -0.630 0.2562
H -2.309 -1.164 0.138 0.2023
```



2) # C3H11N2S

A gas-phase ion, C3H11N2S (charge +1) (the ωB97M-V functional and the def2-TZVPD basis, OMol25).

For the HOMO-LUMO gap, the calculation gives 10.09 eV. The net charge is +1. The HOMO energy is -13.40 eV.

```
17
Properties=species:S:1:pos:R:3:mulliken_charge:R:1
C 1.512 -1.887 0.520 -0.8631
C -0.943 2.225 0.317 -0.7890
C 0.058 -0.064 -0.353 -0.4696
N 0.232 -1.289 0.300 -0.1726
N -1.097 0.777 0.375 -0.2225
S -0.711 -0.199 -2.173 -0.1838
H 1.886 -2.557 -0.215 0.3548
H 2.263 -1.063 0.697 0.2706
H 1.621 -2.654 1.258 0.3177
H -1.244 2.526 -0.738 0.3163
H -1.675 2.789 1.039 0.3262
H 0.052 2.567 0.511 0.3423
H 0.967 0.432 -0.324 0.6075
H -0.464 -1.952 0.147 0.2641
H -1.047 0.430 1.412 0.4110
H -1.855 0.557 -0.113 0.3033
H 0.446 -0.639 -2.661 0.1868
```



The computed energies, referenced to the most stable structure and given in hartree, are 1) 0.0000; 2) 0.0480.



1) # C3H11N2S

2 unconnected molecules or ions with the total composition C3H11N2S (the ωB97M-V functional and the def2-TZVPD basis, OMol25).

For the HOMO-LUMO gap, the calculation gives 8.03 eV. The net charge is +1. The HOMO energy is -12.48 eV.

```
17
Properties=species:S:1:pos:R:3:mulliken_charge:R:1
C -1.034 -3.579 0.541 -1.2186
C -1.017 -2.285 -0.290 -0.2779
S -0.395 -0.866 0.806 -0.3403
H -1.238 -4.352 -0.192 0.3467
H -0.083 -3.879 1.114 0.3562
H -1.896 -3.764 1.228 0.3583
H -1.991 -1.868 -0.594 0.3659
H -0.205 -2.394 -1.117 0.2948
H -0.466 -1.551 2.003 0.1730
N 0.331 1.801 -1.202 -0.3091
C 1.009 2.475 -0.271 0.2560
N 1.467 3.729 -0.463 -0.3399
H 0.738 2.048 -2.118 0.2970
H 0.028 0.923 -0.740 0.1539
H 1.422 2.030 0.603 0.3587
H 2.346 4.042 -0.041 0.2787
H 1.338 4.239 -1.265 0.2466
```



2) # C3H11N2S

2 unconnected molecules or ions with the total composition C3H11N2S (the ωB97M-V functional and the def2-TZVPD basis, OMol25).

For the HOMO-LUMO gap, the calculation gives 8.52 eV. The net charge is +1. The HOMO energy is -12.64 eV.

```
17
Properties=species:S:1:pos:R:3:mulliken_charge:R:1
C -2.042 -1.285 0.171 -1.3409
C -1.081 -0.293 -0.528 -0.2238
C -0.428 0.646 0.394 0.0367
N 1.846 -0.167 -0.680 -0.5442
N -0.353 1.876 0.088 -0.2357
S 3.291 -0.416 0.015 0.0287
H -1.539 -1.878 0.883 0.3712
H -2.633 -1.783 -0.507 0.3886
H -2.710 -0.642 0.694 0.3795
H -0.215 -1.013 -1.036 0.3174
H -1.523 0.339 -1.472 0.2524
H -0.343 0.498 1.426 0.4476
H 2.119 0.618 -1.274 0.1714
H 3.219 0.416 1.186 0.1886
H -0.342 2.046 -0.905 0.2682
H -0.131 2.473 0.843 0.2678
H 2.865 -1.435 0.703 0.2265
```



The computed energies, referenced to the most stable structure and given in hartree, are 1) 0.0000; 2) 0.1010.



1) # C5H4N2

A single C5H4N2 molecule (the ωB97M-V functional and the def2-TZVPD basis, OMol25).

For the HOMO-LUMO gap, the calculation gives 10.51 eV. The HOMO energy is -9.70 eV.

```
11
Properties=species:S:1:pos:R:3:mulliken_charge:R:1
C 2.452 -0.573 -0.309 0.3794
C 1.332 -0.139 -0.233 -0.7578
C -0.031 0.350 -0.154 0.5837
C -0.976 -0.575 0.567 -0.0777
N -1.776 -1.309 -0.084 -0.5538
N -0.565 1.117 -1.359 -0.4503
C -0.321 1.764 -0.316 -0.4734
H 3.443 -0.959 -0.399 0.4152
H -0.890 -0.573 1.666 0.3557
H -2.331 -1.881 0.556 0.2661
H -0.339 2.778 0.065 0.3127
```



2) # C5H4N2

A molecular structure, C5H4N2 (the ωB97M-V functional and the def2-TZVPD basis, OMol25).

For the HOMO-LUMO gap, the calculation gives 9.05 eV. The HOMO energy is -9.03 eV.

```
11
Properties=species:S:1:pos:R:3:mulliken_charge:R:1
C 2.569 -0.624 0.454 0.2762
C 1.511 -0.440 -0.086 -0.5924
C 0.226 -0.318 -0.719 -0.0333
C -0.832 -1.113 -0.340 -0.2190
C -1.830 -0.464 0.269 -0.4250
N -1.643 0.948 0.451 -0.3264
N -0.547 1.327 0.042 -0.0800
H 3.493 -0.862 0.925 0.4051
H 0.202 0.069 -1.737 0.3321
H -2.750 -0.856 0.653 0.4447
H -0.399 2.333 0.087 0.2181
```



The computed energies, referenced to the most stable structure and given in hartree, are 1) 0.0000; 2) 0.0589.